No. 1
# C28H38N4O3PdS

A structure of composition C28H38N4O3PdS (ωB97M-V with the def2-TZVPD basis set, OMol25).

## Properties
Lowest unoccupied orbital energy (Eh): -0.0140
Calculated total energy (Eh): -2060.4551
Gap between HOMO and LUMO (eV): 5.223
HOMO level (Eh): -0.206

Geometry as ORCA input:
```
! wB97M-V def2-TZVPD RIJCOSX def2/J DEFGRID3
* xyz 0 1
Pd 0.78376 0.19262 0.34752
C -5.17956 -0.23197 4.15215
C -3.75842 -0.22214 3.66688
C -2.85758 0.72300 4.03502
C -1.51020 0.70686 3.55729
C -0.66082 1.77115 3.79894
N 0.55593 1.89672 3.29125
C 1.36742 3.08760 3.41986
C 0.73715 4.34670 2.81592
C 0.13994 4.12673 1.42450
N -1.31740 4.27939 1.48762
C -2.24299 4.19538 0.53112
C -2.32069 3.50616 -0.66438
C -3.42274 3.84911 -1.51547
C -3.66486 3.20957 -2.68126
C -4.79586 3.56944 -3.60081
C -2.80374 2.12516 -3.02330
C -1.75100 1.70242 -2.26745
C -1.04112 0.50865 -2.72922
N -0.00700 -0.00079 -2.21748
C 0.46931 -1.24725 -2.78676
C 0.46651 -2.37502 -1.74943
C -0.89290 -2.53941 -1.07843
N -0.98883 -1.72985 0.12811
C -1.79254 -2.10362 1.02935
C -2.08341 -1.26581 2.19990
C -3.34582 -1.19393 2.69660
C -1.03788 -0.41958 2.76434
O 0.16670 -0.66340 2.60360
C -1.44960 2.38095 -1.00655
O -0.57812 1.99874 -0.21700
H -5.31418 0.45719 4.98586
H -5.47728 -1.22633 4.49063
H -5.87416 0.06070 3.36038
H -3.15184 1.52558 4.70617
H -1.01210 2.59826 4.41326
H 0.86688 1.13483 2.67513
H 2.30771 2.87200 2.91541
H 1.60810 3.26976 4.47166
H 1.50878 5.11834 2.78585
H -0.02596 4.73435 3.49912
H 0.37863 3.13843 1.03578
H 0.52390 4.86264 0.71241
H -1.60913 4.85604 2.26097
H -3.11974 4.79237 0.77018
H -4.06575 4.66751 -1.20536
H -5.42037 4.35021 -3.16746
H -5.43060 2.70434 -3.80276
H -4.42682 3.93196 -4.56292
H -3.02158 1.58460 -3.94088
H -1.52227 0.03578 -3.60330
H 1.49181 -1.08833 -3.13792
H -0.14422 -1.54198 -3.65389
H 1.22569 -2.19208 -0.98648
H 0.74205 -3.29903 -2.26473
H -1.10959 -3.59240 -0.85988
H -1.67444 -2.19110 -1.76548
H -2.38447 -3.02499 0.92717
H -4.10120 -1.86995 2.30342
C 5.33753 0.03083 1.86868
C 3.88764 0.46862 1.81483
S 2.96351 -0.24309 0.41978
O 3.47047 -1.64174 0.32861
C 3.81839 0.68242 -0.93073
C 4.43052 -0.26636 -1.94455
H 5.79361 0.33913 2.81035
H 5.92198 0.46354 1.05542
H 5.39304 -1.05376 1.78769
H 3.76812 1.55226 1.73327
H 3.33206 0.13017 2.69282
H 4.58071 1.33326 -0.49766
H 3.04283 1.30408 -1.37422
H 5.16013 -0.92321 -1.47506
H 4.91763 0.30541 -2.73654
H 3.66905 -0.90160 -2.39572
*
```

Atomic partial charges in e from the Mulliken method, atoms 1 to 6: -0.139, -1.581, 0.609, -0.961, 0.473, -0.305


No. 2
# C6H14NO2

A cluster of 2 separate species, C6H14NO2 in total in a non-equilibrium geometry (ωB97M-V with the def2-TZVPD basis set, OMol25).

## Properties
Lowest unoccupied orbital energy (spin up / spin down) (Eh): -0.1288 / -0.1289
Calculated total energy (Eh): -441.7941
Energy above the lowest of the compared OMol25 structures with the same formula, charge and spin (kJ/mol): 503.6
Gap between HOMO and LUMO (spin up / spin down) (eV): 9.064 / 9.060
HOMO level (spin up / spin down) (Eh): -0.462 / -0.462

Geometry as ORCA input:
```
! wB97M-V def2-TZVPD RIJCOSX def2/J DEFGRID3
* xyz 1 1
C -1.58734 1.66743 0.70173
C -1.35119 0.47753 0.20654
C 1.94490 1.37937 -0.65607
C -3.27613 -0.54856 -0.62329
C 0.82271 -0.39395 0.90179
C 2.06227 0.09230 0.09814
N 0.53649 -1.73161 0.50300
O 2.32100 -0.96545 -0.79248
O -1.89022 -0.57791 -0.29996
H -2.38996 2.15901 0.40006
H -0.82117 2.18290 1.32323
H 2.42984 2.14843 0.02771
H 0.94948 1.58252 -0.73587
H 2.42439 1.29921 -1.71821
H -3.33545 -1.66294 -0.91910
H -3.37027 0.11469 -1.48711
H -3.90353 -0.31818 0.28942
H 0.80865 -0.12582 1.95152
H 2.96727 -0.01490 0.86790
H 1.11790 -1.76023 -0.38604
H -0.52841 -1.83689 0.45554
H 0.81571 -2.40586 1.17525
H 3.25306 -0.76108 -1.28373
*
```

Atomic partial charges in e from the natural (NBO) method, atoms 1 to 6: -0.580, 0.462, -0.639, -0.265, -0.108, 0.052


No. 3
# C4H12N2O

The molecule C4H12N2O in a non-equilibrium geometry (ωB97M-V with the def2-TZVPD basis set, OMol25).

## Properties
Lowest unoccupied orbital energy (Eh): 0.0328
Structure (SMILES): CC[C@@H](O)C(N)N
Calculated total energy (Eh): -344.3147
Energy above the lowest of the compared OMol25 structures with the same formula, charge and spin (kJ/mol): 184.6
Gap between HOMO and LUMO (eV): 9.690
HOMO level (Eh): -0.323

Geometry as ORCA input:
```
! wB97M-V def2-TZVPD RIJCOSX def2/J DEFGRID3
* xyz 0 1
C -1.74593 -0.80237 0.93938
C -1.44042 0.62244 0.52658
C -0.00138 1.04094 -0.18338
O 0.90012 1.54531 0.77946
C 0.55746 -0.18024 -0.87405
N 1.77361 0.26154 -1.75115
N 1.21911 -1.10395 -0.00350
H -1.82104 -1.49045 0.09359
H -2.72668 -0.84638 1.42725
H -1.03443 -1.16662 1.68468
H -1.52437 1.26499 1.41089
H -2.25569 0.96834 -0.12149
H -0.23113 1.84083 -0.89232
H 1.51390 0.80071 0.95608
H -0.14882 -0.65513 -1.55611
H 2.62971 -0.15498 -1.38932
H 1.94379 1.26140 -1.63768
H 1.17760 -1.17091 1.00822
H 1.21458 -2.03548 -0.41715
*
```

Atomic partial charges in e from the natural (NBO) method, atoms 1 to 6: -0.614, -0.425, 0.092, -0.713, 0.078, -0.865


No. 4
# C11H10Li4N2O3

A structure of composition C11H10Li4N2O3 in a non-equilibrium geometry (ωB97M-V with the def2-TZVPD basis set, OMol25).

## Properties
Lowest unoccupied orbital energy (Eh): -0.2823
Calculated total energy (Eh): -790.2534
Energy above the lowest of the compared OMol25 structures with the same formula, charge and spin (kJ/mol): 73.2
Gap between HOMO and LUMO (eV): 6.694
HOMO level (Eh): -0.528

Geometry as ORCA input:
```
! wB97M-V def2-TZVPD RIJCOSX def2/J DEFGRID3
* xyz 2 1
Li -1.21137 -0.44660 0.40984
Li 0.53441 -0.05528 4.07642
Li -1.23714 2.15903 5.45096
Li -3.80874 0.36852 3.40031
C -1.56972 0.40658 2.71955
O -0.40226 0.01372 2.40435
O -2.49350 0.24992 1.89375
O -1.78202 0.73187 3.96063
N -0.50155 1.23041 -0.57431
C -0.75095 1.31678 -1.89489
C -0.80292 2.49752 -2.59431
C -0.46189 3.64852 -1.89404
C -0.15062 3.61290 -0.54490
C -0.15818 2.36398 0.05853
H -0.95305 0.37570 -2.39332
H -1.09388 2.50052 -3.63391
H -0.41567 4.62633 -2.35922
H 0.08716 4.57495 -0.11641
H -0.01136 2.16362 1.11265
N 0.56263 -1.76101 -0.38090
C 1.39821 -2.35976 0.46218
C 2.23972 -3.41903 0.13572
C 2.21612 -3.87775 -1.17287
C 1.41324 -3.21980 -2.10178
C 0.61280 -2.18750 -1.66525
H 1.46605 -1.89082 1.43881
H 2.97426 -3.84668 0.80223
H 2.80152 -4.72292 -1.50825
H 1.50680 -3.44240 -3.15507
H -0.00810 -1.61132 -2.33651
*
```

Atomic partial charges in e from the natural (NBO) method, atoms 1 to 6: 0.917, 0.969, 0.988, 0.973, 0.943, -0.918


No. 5
# C3H4ClP

A cluster of 2 separate species, C3H4ClP in total in a non-equilibrium geometry (ωB97M-V with the def2-TZVPD basis set, OMol25).

## Properties
Lowest unoccupied orbital energy (Eh): -0.0461
Calculated total energy (Eh): -918.1528
Energy above the lowest of the compared OMol25 structures with the same formula, charge and spin (kJ/mol): 134.4
Gap between HOMO and LUMO (eV): 7.754
HOMO level (Eh): -0.331

Geometry as ORCA input:
```
! wB97M-V def2-TZVPD RIJCOSX def2/J DEFGRID3
* xyz 0 1
C -1.16297 -1.24653 0.98914
C -0.69598 -0.58860 -0.05377
C 0.50467 0.11036 -0.65877
P -2.29103 -1.34855 -0.39366
Cl -4.29267 0.77711 0.09144
H -1.02706 -1.59178 2.02463
H 1.53985 -0.35351 -0.57650
H 0.65331 1.08666 -0.32213
H 0.17027 0.33187 -1.76524
*
```

Atomic partial charges in e from the natural (NBO) method, atoms 1 to 6: -0.428, -0.198, -0.682, 0.944, -0.655, 0.263